[1]
Entry from the OMol25 dataset: a 10-piece molecular cluster, C28H80N4O10 overall at a distorted geometry (the ωB97M-V functional and the def2-TZVPD basis).

Structure (XYZ):
```
122
Properties=species:S:1:pos:R:3:lowdin_charge:R:1
C -4.6901 -1.2467 -1.6860 -0.093
C -4.1652 0.1678 -1.7551 -0.318
O -3.3839 0.5228 -0.6186 -0.106
H -3.8928 -1.9887 -1.7691 0.063
H -5.2861 -1.3904 -2.6007 0.077
H -5.3153 -1.4598 -0.8239 0.077
H -4.9966 0.8653 -1.8316 0.113
H -3.5351 0.2691 -2.6482 0.092
H -2.8425 -0.2503 -0.3934 0.035
C -1.8550 4.0601 2.3393 -0.066
C -0.7816 3.6297 1.3496 -0.297
O -0.0367 4.7449 0.8264 -0.108
H -1.6243 4.9992 2.8425 0.078
H -1.9070 3.3023 3.1231 0.058
H -2.8500 4.1572 1.9041 0.073
H -1.1962 3.1196 0.4700 0.088
H -0.0860 2.9101 1.7770 0.089
H -0.6684 5.3670 0.4539 0.084
C -0.9097 -4.7251 -1.1528 -0.084
C -1.7418 -5.7521 -1.8707 -0.335
O -2.3402 -6.6083 -0.9264 -0.064
H -1.4007 -4.2969 -0.2744 0.071
H -0.5378 -3.8735 -1.7199 0.053
H -0.0436 -5.2032 -0.6748 0.059
H -1.1164 -6.2628 -2.6165 0.111
H -2.5069 -5.2323 -2.4691 0.109
H -3.0147 -7.1274 -1.3720 0.083
C -0.1789 0.1108 0.2451 -0.086
C -0.4127 -1.3467 -0.0574 -0.298
O -1.7420 -1.8146 0.2105 -0.113
H -0.1892 0.2347 1.3334 0.063
H -0.9263 0.7613 -0.2132 0.049
H 0.7488 0.5048 -0.1733 0.075
H 0.3152 -1.9858 0.4619 0.098
H -0.2007 -1.5262 -1.1124 0.076
H -1.8717 -1.7656 1.1783 0.047
C 2.5392 -0.3236 2.5551 -0.074
C 1.7486 -0.3674 3.8579 -0.320
O 2.2208 0.5413 4.8541 -0.076
H 2.3524 0.6058 2.0224 0.060
H 2.2492 -1.1532 1.9077 0.060
H 3.6029 -0.4506 2.7763 0.071
H 1.7548 -1.3631 4.3096 0.108
H 0.7307 -0.0777 3.5885 0.082
H 2.8966 0.0966 5.3711 0.079
C 3.0495 -5.7142 0.0197 -0.087
C 2.5447 -4.2862 -0.0510 -0.334
O 3.6317 -3.3495 -0.0244 -0.083
H 2.2428 -6.4215 -0.1905 0.069
H 3.3971 -5.9272 1.0360 0.073
H 3.8641 -5.8957 -0.6763 0.076
H 1.7634 -4.1028 0.6910 0.102
H 2.1072 -4.1255 -1.0394 0.088
H 3.8841 -3.2179 0.8944 0.073
C 6.5246 3.0865 2.7875 -0.065
C 5.2995 2.5966 2.0249 -0.437
C 4.8820 3.5156 0.9016 -0.201
O 3.6447 3.0761 0.3425 -0.199
C 2.5230 3.5799 1.0349 -0.119
N 5.6349 1.2463 1.5107 0.031
H 6.6700 2.5094 3.6990 0.076
H 6.3967 4.1247 3.1104 0.077
H 7.4225 3.0300 2.1699 0.077
H 4.4895 2.3911 2.7284 0.125
H 5.6108 3.4281 0.0935 0.130
H 4.7790 4.5678 1.1940 0.126
H 1.6463 2.9755 0.8302 0.055
H 2.3412 4.6364 0.7783 0.088
H 2.7079 3.6286 2.1192 0.096
H 6.5458 1.2597 1.0579 0.064
H 4.9925 0.9491 0.7815 0.066
C -1.1040 -2.6193 3.9928 -0.053
C -2.4484 -1.9157 4.1611 -0.425
C -2.3020 -0.5207 4.7028 -0.219
O -3.6011 -0.1246 5.0987 -0.190
C -3.6296 1.1279 5.7330 -0.109
N -3.1871 -1.8940 2.8772 0.057
H -0.4165 -2.0116 3.4003 0.050
H -1.1554 -3.6250 3.5810 0.081
H -0.6466 -2.6629 4.9875 0.084
H -3.0239 -2.4495 4.9322 0.141
H -1.9286 0.1660 3.9239 0.129
H -1.6245 -0.4371 5.5617 0.131
H -4.5886 1.2316 6.2422 0.089
H -3.4679 1.9598 5.0505 0.079
H -2.8937 1.1505 6.5535 0.091
H -3.3854 -2.8596 2.6289 0.086
H -4.0958 -1.4712 3.0442 0.083
C 1.8010 -1.8941 -3.3647 -0.056
C 0.7623 -1.0120 -4.0585 -0.407
C -0.3891 -1.8231 -4.6009 -0.214
O -1.4042 -0.9757 -5.1142 -0.191
C -2.6750 -1.5931 -5.1186 -0.097
N 0.2625 -0.0033 -3.0927 0.088
H 2.5249 -1.2699 -2.8514 0.080
H 2.2980 -2.5755 -4.0635 0.080
H 1.2850 -2.5495 -2.6557 0.046
H 1.2284 -0.4907 -4.9085 0.141
H -0.8294 -2.4189 -3.7774 0.118
H -0.0457 -2.5409 -5.3582 0.134
H -2.6038 -2.6277 -5.4621 0.090
H -3.3124 -1.0548 -5.8224 0.091
H -3.1393 -1.4821 -4.1324 0.065
H -0.7356 0.0868 -3.2095 0.065
H 0.7483 0.8740 -3.2019 0.040
C -2.1406 4.3046 -4.3102 -0.058
C -1.9023 3.2226 -3.2640 -0.430
C -0.4840 3.3320 -2.7206 -0.194
O 0.4274 2.8228 -3.6983 -0.222
C 1.7673 3.0495 -3.3643 -0.124
N -2.8939 3.3449 -2.1978 0.058
H -1.3015 4.3901 -4.9989 0.078
H -2.4356 5.2616 -3.8816 0.076
H -2.9790 3.9760 -4.9357 0.078
H -2.0403 2.2447 -3.7311 0.132
H -0.3376 2.7387 -1.8064 0.112
H -0.2635 4.3917 -2.5271 0.129
H 2.4056 2.7753 -4.2040 0.091
H 2.0791 2.5398 -2.4408 0.087
H 2.0002 4.1161 -3.1883 0.093
H -2.8202 4.2440 -1.7364 0.066
H -2.8663 2.6122 -1.4958 0.039
```

Output
* SMILES: COC[C@H](C)N.COC[C@H](C)N.COC[C@H](C)N.COC[C@H](C)N.CCO.CCO.CCO.CCO.CCO.CCO
* gap between HOMO and LUMO: 0.3373 hartree
* maximum force: 1.75 eV/A

---

[2]
Entry from the OMol25 dataset: C28H81N3O11 as an isolated structure at a distorted geometry (the ωB97M-V functional and the def2-TZVPD basis).

Structure (XYZ):
```
123
Properties=species:S:1:pos:R:3:lowdin_charge:R:1
C 20.6069 -0.7909 9.5262 -0.031
C 19.7679 -1.3958 8.3591 -0.167
O 18.4506 -0.8072 8.5580 -0.210
H 20.3816 0.2453 9.7782 0.063
H 21.6734 -0.7978 9.3011 0.012
H 20.3381 -1.2793 10.4628 0.104
H 19.7870 -2.4856 8.3654 0.154
H 20.1940 -0.9968 7.4385 0.116
H 17.9238 -1.3991 9.0999 -0.019
C 17.4984 -2.1467 5.8453 -0.022
C 17.1889 -0.9251 6.7084 -0.199
O 18.3923 -0.1423 6.8263 -0.274
H 16.5867 -2.7319 5.9651 0.078
H 18.3320 -2.7107 6.2638 0.075
H 17.6993 -1.9167 4.7989 0.083
H 16.8128 -1.0410 7.7249 0.091
H 16.3847 -0.4229 6.1708 0.143
H 18.9972 -0.5403 7.4565 -0.085
C 21.5762 0.7192 5.1507 -0.048
C 20.3386 0.4359 4.2829 -0.277
O 20.5470 0.7212 2.9031 -0.058
H 22.4358 0.1063 4.8794 0.098
H 21.3921 0.4983 6.2021 0.047
H 21.8182 1.7778 5.0569 0.070
H 19.5280 1.0660 4.6493 0.082
H 20.0042 -0.5799 4.4938 0.112
H 20.5867 1.6804 2.9075 0.056
C 18.6721 3.8161 3.8137 -0.012
C 18.8271 4.8591 4.8753 -0.309
O 19.8718 5.7986 4.6196 -0.075
H 18.3255 4.2369 2.8699 0.101
H 17.9379 3.1674 4.2914 0.100
H 19.4902 3.1097 3.6732 0.062
H 19.0626 4.3334 5.8006 0.096
H 17.9076 5.4424 4.9238 0.151
H 19.4646 6.6648 4.5455 0.148
C 22.6451 5.1082 6.8087 -0.110
C 22.1047 5.2787 5.3885 -0.208
O 21.1855 4.2888 5.0923 -0.210
H 23.2266 6.0144 6.9783 0.129
H 23.1117 4.1598 7.0750 0.097
H 21.8747 5.2144 7.5725 0.062
H 22.8668 5.4010 4.6189 0.124
H 21.6433 6.2639 5.4561 0.119
H 20.3849 4.6771 4.7319 -0.074
C 15.5506 2.9203 6.9986 -0.056
C 16.5301 3.7273 7.8961 -0.276
O 17.0341 2.9205 8.9015 -0.166
H 14.6061 2.6769 7.4854 0.069
H 15.9317 1.9202 6.7921 0.043
H 15.3046 3.3190 6.0144 0.057
H 15.8730 4.4479 8.3829 0.114
H 17.3751 4.2297 7.4252 0.063
H 17.6188 2.2909 8.4732 -0.179
C 22.9237 -0.6512 8.0390 -0.093
C 22.9512 0.5575 8.8754 -0.269
O 22.7900 1.8445 8.2660 -0.111
H 22.8882 -1.6471 8.4807 0.099
H 23.7879 -0.7305 7.3794 0.102
H 22.0124 -0.6686 7.4413 0.059
H 23.8806 0.5333 9.4444 0.138
H 22.0983 0.4783 9.5494 0.049
H 21.8712 1.9095 7.9953 -0.132
C 16.1946 -0.4530 9.8678 -0.048
C 16.3555 -1.9307 10.0569 -0.271
O 17.6593 -2.3492 9.9983 -0.032
H 16.4403 -0.1945 8.8378 0.049
H 16.7714 0.1574 10.5627 0.116
H 15.1809 -0.1579 10.1389 0.115
H 15.8891 -2.3221 9.1528 0.127
H 15.8612 -2.2937 10.9580 0.134
H 17.8302 -3.0568 10.6242 0.149
C 19.7994 2.6009 11.9510 -0.057
C 21.2936 3.0244 12.0208 -0.335
C 22.0015 2.7364 10.6790 -0.162
O 21.4566 3.5938 9.6958 -0.222
C 22.4572 3.9413 8.7100 -0.182
N 21.2676 4.4550 12.3150 0.025
H 19.6290 1.5243 11.9544 0.080
H 19.3341 2.8040 10.9865 -0.010
H 19.0829 3.0408 12.6446 0.095
H 21.7466 2.5203 12.8744 0.125
H 21.8097 1.6974 10.4111 0.084
H 23.0834 2.6381 10.7678 0.142
H 23.0247 4.6998 9.2492 0.118
H 22.0666 4.2766 7.7492 -0.084
H 23.1064 3.1110 8.4320 0.034
H 20.5215 4.8280 11.7456 -0.017
H 22.1753 4.7686 12.0022 0.066
C 19.1440 2.2314 9.4670 -0.100
C 18.7535 1.9214 8.0581 -0.240
C 19.7993 1.0955 7.2856 -0.125
O 21.0888 1.7117 7.1926 -0.183
C 21.1297 2.9224 6.4153 -0.118
N 17.5244 1.1615 8.0670 0.014
H 18.3690 2.8529 9.9154 0.086
H 19.9169 2.9866 9.6091 0.054
H 19.2424 1.3410 10.0880 0.088
H 18.7239 2.8675 7.5177 0.144
H 19.3296 1.0196 6.3050 0.121
H 19.8280 0.1058 7.7415 0.054
H 22.1576 2.9620 6.0547 0.130
H 21.0411 3.7355 7.1357 0.103
H 20.4219 2.9612 5.5873 0.109
H 17.4964 0.6226 8.9208 0.057
H 17.4394 0.4181 7.3885 -0.043
C 21.2958 6.2843 10.1561 -0.045
C 19.8047 6.1866 10.4846 -0.371
C 19.0507 4.9903 9.7271 -0.130
O 19.2668 4.8758 8.3096 -0.160
C 18.6349 5.8546 7.5520 -0.122
N 19.6415 6.1954 11.9138 0.006
H 21.9003 5.4060 10.3823 0.041
H 21.7592 7.1841 10.5607 0.088
H 21.3804 6.5636 9.1059 0.077
H 19.2418 7.0412 10.1090 0.121
H 17.9991 5.1245 9.9805 0.139
H 19.3690 4.0340 10.1422 0.045
H 19.2189 6.7649 7.6875 0.104
H 17.5874 5.9638 7.8331 0.101
H 18.7662 5.6211 6.4954 0.032
H 20.0070 7.0871 12.2163 0.096
H 18.6532 6.2804 12.1040 0.093
```

Output
* gap between HOMO and LUMO: 0.2318 hartree
* maximum force: 16.50 eV/A